No. 1
{"formula": "AsF6H24O12", "method": "ωB97M-V/def2-TZVPD", "symbols": ["As", "F", "F", "F", "F", "F", "F", "O", "O", "O", "O", "O", "O", "O", "O", "O", "O", "O", "O", "H", "H", "H", "H", "H", "H", "H", "H", "H", "H", "H", "H", "H", "H", "H", "H", "H", "H", "H", "H", "H", "H", "H", "H"], "coordinates": [[-0.45, -0.09, 0.00], [0.03, -0.42, 1.65], [-1.97, 0.60, 0.47], [1.12, -0.80, -0.49], [-0.79, 0.24, -1.70], [0.35, 1.51, 0.13], [-1.27, -1.62, -0.19], [-2.12, 2.30, -2.80], [0.24, -3.56, 2.43], [0.10, 3.99, -0.92], [0.28, -1.01, -4.56], [-2.57, 1.17, 3.64], [3.60, -0.76, -2.38], [-2.92, -1.56, -2.65], [-1.86, -1.85, 3.16], [-0.53, 3.33, 2.78], [3.18, 2.00, 0.06], [0.94, -2.57, -2.46], [1.85, -1.76, 3.92], [-3.22, 0.62, 4.09], [0.89, -3.70, 1.74], [-1.83, 1.48, -2.36], [0.52, -1.10, -5.49], [-1.62, -2.59, 2.59], [-1.31, 2.69, -3.14], [0.53, -2.02, -3.16], [0.82, -0.27, -4.24], [3.43, -0.40, -1.50], [2.12, -0.98, 3.43], [-2.35, -1.03, -2.07], [-0.99, 2.53, 2.50], [-2.61, 0.87, 2.72], [-2.37, -2.31, -2.90], [-1.33, -1.11, 2.85], [2.19, -1.62, 4.81], [-1.19, 4.02, 2.69], [0.63, -2.88, 3.01], [2.28, 1.64, 0.02], [3.12, 2.86, -0.35], [0.28, 3.11, -0.55], [0.99, -1.98, -1.67], [0.84, 4.53, -0.63], [2.97, -1.49, -2.47]], "mulliken_charge": [2.18, -0.49, -0.45, -0.59, -0.65, -0.42, -0.53, -0.67, -0.62, -0.64, -0.62, -0.61, -0.68, -0.68, -0.65, -0.60, -0.66, -0.71, -0.64, 0.29, 0.28, 0.43, 0.26, 0.34, 0.27, 0.41, 0.32, 0.32, 0.30, 0.30, 0.31, 0.26, 0.32, 0.34, 0.29, 0.30, 0.37, 0.31, 0.30, 0.39, 0.35, 0.29, 0.38], "charge": -1, "homo_energy_ev": -8.050, "de_lowest_kcal_mol": 18.63}

No. 2
{"formula": "AsF6H24O12", "method": "ωB97M-V/def2-TZVPD", "symbols": ["As", "F", "F", "F", "F", "F", "F", "O", "O", "O", "O", "O", "O", "O", "O", "O", "O", "O", "O", "H", "H", "H", "H", "H", "H", "H", "H", "H", "H", "H", "H", "H", "H", "H", "H", "H", "H", "H", "H", "H", "H", "H", "H"], "coordinates": [[0.16, -0.02, 0.36], [1.24, 1.13, -0.42], [-0.76, 1.36, 0.98], [-0.91, -1.13, 1.21], [1.23, -0.09, 1.78], [-0.92, -0.05, -1.06], [1.05, -1.35, -0.47], [1.21, 4.23, 1.79], [-2.68, -0.38, -4.11], [3.50, -3.27, 1.54], [-1.22, 2.33, -3.04], [-0.56, -3.43, 2.35], [-1.96, 2.12, 3.20], [0.55, -3.16, -2.83], [3.23, -1.04, 3.58], [-3.64, -1.88, 1.46], [1.56, 2.48, -2.74], [3.24, -1.55, -1.94], [-2.89, 2.75, -0.36], [2.76, -1.35, 4.36], [3.47, -0.63, -1.78], [-1.60, 1.98, -3.85], [-3.12, -0.18, -3.28], [0.42, 4.08, 1.27], [3.54, -3.53, 2.46], [-0.54, -2.69, 1.71], [2.53, -0.78, 2.97], [-2.42, 2.10, 0.18], [-2.70, -1.83, 1.66], [1.12, -2.69, -3.44], [-1.18, -3.14, 3.02], [2.35, -1.64, -1.57], [-3.26, -0.01, -4.79], [3.22, -2.35, 1.56], [0.20, -2.48, -2.25], [1.71, 4.88, 1.29], [0.65, 2.36, -3.04], [1.60, 2.03, -1.88], [-1.29, 2.49, 3.79], [-1.50, 1.70, -2.36], [-3.73, -2.66, 0.91], [-1.47, 1.88, 2.40], [-2.22, 3.40, -0.59]], "mulliken_charge": [2.03, -0.58, -0.68, -0.52, -0.49, -0.54, -0.54, -0.61, -0.63, -0.62, -0.69, -0.69, -0.67, -0.67, -0.64, -0.64, -0.72, -0.68, -0.65, 0.32, 0.30, 0.30, 0.33, 0.30, 0.31, 0.47, 0.41, 0.34, 0.31, 0.32, 0.30, 0.44, 0.30, 0.32, 0.29, 0.30, 0.40, 0.47, 0.33, 0.34, 0.32, 0.46, 0.31], "charge": -1, "homo_energy_ev": -8.035, "de_lowest_kcal_mol": 30.04}

No. 3
{"formula": "AsF6H30O15", "method": "ωB97M-V/def2-TZVPD", "symbols": ["As", "F", "F", "F", "F", "F", "F", "O", "O", "O", "O", "O", "O", "O", "O", "O", "O", "O", "O", "O", "O", "O", "H", "H", "H", "H", "H", "H", "H", "H", "H", "H", "H", "H", "H", "H", "H", "H", "H", "H", "H", "H", "H", "H", "H", "H", "H", "H", "H", "H", "H", "H"], "coordinates": [[0.56, -0.47, -0.44], [1.48, 0.61, 0.66], [-0.45, -1.62, -1.33], [-0.92, 0.02, 0.43], [0.18, 0.78, -1.62], [2.06, -0.94, -1.39], [0.92, -1.84, 0.71], [7.95, 0.17, -1.74], [-5.44, 0.89, -2.23], [-7.36, 3.39, 3.16], [4.69, -2.08, 4.10], [7.13, 2.21, 3.16], [0.42, 5.84, 3.09], [-4.37, -6.08, -0.61], [5.60, 4.53, -0.66], [-7.03, -1.54, 2.14], [-3.87, -1.07, -7.08], [-2.52, -0.15, 6.86], [-0.53, 4.91, -5.67], [-0.54, -5.44, -5.03], [2.02, -3.47, 7.55], [2.37, -0.89, -7.32], [-4.77, 0.85, -1.55], [-7.68, -2.00, 2.66], [-4.71, -5.75, -1.45], [-6.95, 2.55, 2.99], [7.15, -0.27, -1.46], [-1.32, -5.34, -4.49], [6.65, 1.39, 3.30], [-7.19, 3.55, 4.09], [-1.10, 5.59, -5.31], [7.71, 1.10, -1.77], [-3.89, -5.33, -0.24], [2.80, -3.00, 7.26], [-0.16, 4.47, -4.90], [1.32, 6.11, 3.25], [-6.12, 0.28, -1.93], [1.34, -3.20, 6.93], [-0.12, -4.57, -5.01], [3.88, -2.07, 3.58], [-4.17, -1.97, -6.96], [1.90, -0.32, -7.93], [6.51, 4.72, -0.45], [-4.08, -0.63, -6.26], [8.06, 1.96, 3.24], [0.49, 5.00, 2.64], [4.99, -2.99, 4.07], [-6.36, -2.20, 1.95], [3.13, -0.38, -7.04], [-2.67, 0.64, 6.35], [-2.33, 0.17, 7.74], [5.35, 3.85, -0.04]], "mulliken_charge": [2.03, -0.51, -0.50, -0.51, -0.48, -0.52, -0.51, -0.65, -0.65, -0.64, -0.66, -0.64, -0.65, -0.64, -0.64, -0.64, -0.64, -0.64, -0.65, -0.65, -0.65, -0.63, 0.33, 0.31, 0.31, 0.33, 0.33, 0.31, 0.33, 0.31, 0.31, 0.32, 0.33, 0.32, 0.33, 0.32, 0.31, 0.33, 0.34, 0.34, 0.31, 0.32, 0.31, 0.33, 0.31, 0.34, 0.32, 0.32, 0.32, 0.32, 0.32, 0.33], "charge": -1, "homo_energy_ev": -9.396, "de_lowest_kcal_mol": 90.18}

No. 4
{"formula": "B2H8Sn", "method": "ωB97M-V/def2-TZVPD", "symbols": ["Sn", "B", "B", "H", "H", "H", "H", "H", "H", "H", "H"], "coordinates": [[-0.93, -0.09, -0.21], [-0.44, 1.10, 1.86], [0.62, -1.09, -1.84], [0.26, -2.09, -1.64], [-0.19, -0.39, -1.97], [-0.81, 1.64, 1.01], [-1.05, 1.27, 2.74], [1.18, -1.12, -2.76], [1.21, -0.77, -0.99], [-0.39, 0.03, 1.70], [0.53, 1.51, 2.11]], "mulliken_charge": [0.27, 0.33, 0.25, -0.12, -0.09, -0.11, -0.12, -0.09, -0.12, -0.06, -0.13], "charge": 0, "homo_energy_ev": -10.009, "de_lowest_kcal_mol": 7.74}

No. 5
{"formula": "B4CdH16", "method": "ωB97M-V/def2-TZVPD", "symbols": ["Cd", "B", "B", "B", "B", "H", "H", "H", "H", "H", "H", "H", "H", "H", "H", "H", "H", "H", "H", "H", "H"], "coordinates": [[-0.29, 0.14, 0.11], [2.82, -1.59, -0.18], [-0.84, -0.41, -3.03], [-2.46, -0.97, 2.27], [0.56, 3.00, 0.94], [0.69, 4.06, 1.09], [-3.12, -1.50, 2.94], [-2.34, -1.54, 1.36], [0.03, 0.23, -3.07], [2.82, -0.60, -0.62], [0.92, 2.72, -0.04], [-1.57, 0.07, -2.39], [1.05, 2.36, 1.65], [-1.45, -0.79, 2.61], [3.61, -1.73, 0.54], [1.96, -1.95, 0.37], [-1.34, -0.72, -3.93], [2.90, -2.25, -1.02], [-0.51, 2.84, 0.96], [-2.92, -0.04, 1.99], [-0.53, -1.32, -2.53]], "mulliken_charge": [0.98, 0.02, 0.18, 0.16, 0.18, -0.16, -0.17, -0.25, -0.23, -0.23, -0.23, -0.30, -0.24, -0.28, -0.16, -0.28, -0.17, -0.14, -0.25, -0.22, -0.21], "charge": -2, "homo_energy_ev": -3.340, "de_lowest_kcal_mol": 157.25}

No. 6
{"formula": "B4F16Pt", "method": "ωB97M-V/def2-TZVPD", "symbols": ["Pt", "F", "F", "F", "F", "F", "F", "F", "F", "F", "F", "F", "F", "F", "F", "F", "F", "B", "B", "B", "B"], "coordinates": [[3.18, 20.85, -12.91], [1.79, 21.95, -11.72], [2.10, 24.20, -11.23], [3.13, 23.09, -13.01], [3.12, 18.79, -13.45], [6.54, 20.02, -13.31], [2.90, 20.98, -15.16], [1.17, 17.97, -12.32], [1.38, 22.40, -15.67], [3.57, 22.52, -10.92], [0.97, 20.28, -16.06], [2.69, 19.37, -11.45], [5.08, 20.49, -11.74], [6.63, 22.09, -12.40], [1.23, 20.94, -13.91], [4.94, 21.42, -13.77], [3.33, 17.24, -11.89], [2.58, 23.02, -11.72], [2.52, 18.28, -12.36], [1.56, 21.14, -15.22], [5.79, 21.06, -12.81]], "mulliken_charge": [2.58, -0.32, -0.37, -0.38, -0.41, -0.41, -0.35, -0.39, -0.39, -0.33, -0.36, -0.51, -0.42, -0.38, -0.43, -0.20, -0.40, 0.39, 0.45, 0.41, 0.22], "s2": 2.002, "multiplicity": 3, "charge": -2, "homo_energy_ev": [-3.439, -2.736], "de_lowest_kcal_mol": 81.31}

- charge of number 6 (B4F16Pt)?
  -2

- charge of number 6 (B4F16Pt)?
  -2

- Which value of charge does entry 2 give?
  -1